Entry 1:
48
Properties=species:S:1:pos:R:3 method="wB97M-V/def2-TZVPD" total_charge=-2 gap_ev="4.44 / 6.01" homo_ev="-0.8 / -2.4" de_lowest_ev=1.150 spin_multiplicity=5 e_lumo_ev="3.645 / 3.642" molar_mass_g_mol=778.5
Cr 0.24 0.17 -0.18
O 1.02 -3.13 2.75
P 0.10 -2.23 1.76
O -1.24 -2.09 2.32
O 0.93 -1.00 1.42
O 0.10 -3.18 0.44
P 0.96 -2.78 -0.90
O 2.44 -2.54 -0.31
O 0.93 -3.90 -1.84
O 0.39 -1.45 -1.35
H 1.80 -3.42 2.29
H 2.45 -1.74 0.25
O -2.29 1.80 4.74
C -3.15 0.96 4.20
O -4.15 0.62 4.80
C -2.86 0.46 2.84
C -3.64 -0.44 2.13
Cl -5.00 -1.27 2.67
N -3.08 -0.65 0.92
N -1.94 0.06 0.82
C -1.79 0.74 1.95
C -0.65 1.68 2.04
O -0.54 2.44 3.03
O 0.14 1.67 1.06
C -3.53 -1.47 -0.12
C -2.59 -2.13 -0.91
C -2.99 -2.94 -1.95
C -4.34 -3.10 -2.23
C -5.28 -2.45 -1.44
C -4.89 -1.63 -0.40
H -1.53 2.07 4.10
H -1.55 -2.01 -0.71
H -2.23 -3.44 -2.53
H -4.66 -3.73 -3.05
H -6.33 -2.56 -1.67
H -5.64 -1.13 0.20
I 2.55 1.01 -1.09
Br -4.45 -0.54 -4.32
C -2.98 0.08 -3.32
C -3.17 0.96 -2.25
C -2.07 1.43 -1.59
N -0.79 1.09 -1.90
C -0.63 0.38 -3.05
C -1.67 -0.15 -3.76
H -4.17 1.26 -1.95
H -2.17 2.14 -0.77
H 0.39 0.24 -3.37
H -1.48 -0.74 -4.64



Entry 2:
16
Properties=species:S:1:pos:R:3 method="wB97M-V/def2-TZVPD" gap_ev=10.49 homo_ev=-10.0 de_lowest_ev=0.000 e_lumo_ev=0.516 molar_mass_g_mol=255.0
C 1.16 0.25 0.84
C 1.95 -0.75 -1.00
C 2.29 0.30 -0.16
C 0.65 -0.95 -0.10
C -2.21 1.02 0.16
O -2.97 -1.42 -0.60
O -0.55 -0.62 -0.62
F -1.53 1.72 1.03
F -1.88 1.50 -1.03
F -3.47 1.25 0.40
S -1.90 -0.89 0.22
Cl 3.56 1.41 -0.35
Cl 0.52 -2.58 0.43
H 1.56 -0.25 1.75
H 0.46 1.06 1.03
H 2.35 -1.04 -1.98



Entry 3:
83
Properties=species:S:1:pos:R:3 method="wB97M-V/def2-TZVPD" total_charge=+2 gap_ev=2.49 homo_ev=-11.7 de_lowest_ev=0.000 e_lumo_ev=-9.236 molar_mass_g_mol=837.1
Hf -0.97 2.69 2.54
C 3.05 2.02 2.12
C 2.03 2.06 1.28
C 1.31 0.90 0.64
C -0.05 0.29 1.02
C -0.41 0.39 2.50
C 0.58 0.63 3.49
C 1.97 0.07 3.40
C 3.15 1.07 3.28
C -2.41 2.87 4.08
H 3.81 2.82 2.09
H 1.74 3.03 0.86
H 2.03 0.07 0.60
H 1.11 1.29 -0.35
H -0.85 0.64 0.34
H -0.03 -0.76 0.69
H -1.30 -0.23 2.77
H 0.24 0.79 4.54
H 2.11 -0.72 2.65
H 2.11 -0.47 4.34
H 3.27 1.61 4.22
H 4.09 0.50 3.18
H -2.13 3.61 4.83
H -2.57 1.92 4.63
H -3.37 3.21 3.60
P -2.09 -2.32 -1.62
P -0.02 -0.03 -3.13
N -1.80 -3.85 -0.75
N -3.52 -2.89 -2.65
N 1.56 -0.89 -2.83
N 0.41 0.73 -4.75
C -0.93 -2.73 -2.97
C -0.78 -1.51 -3.94
C -1.59 -3.97 0.64
C -1.44 -5.32 0.92
C -1.56 -6.04 -0.30
C -1.74 -5.12 -1.32
C -4.74 -2.21 -2.57
C -5.71 -2.96 -3.23
C -5.05 -4.08 -3.84
C -3.70 -3.98 -3.52
C 2.24 -0.77 -1.63
C 3.47 -1.41 -1.68
C 3.50 -2.07 -2.95
C 2.29 -1.78 -3.60
C 1.27 0.28 -5.76
C 1.01 1.00 -6.93
C -0.07 1.89 -6.64
C -0.45 1.68 -5.32
H -1.28 -3.57 -3.59
H 0.03 -2.99 -2.48
H -0.18 -1.84 -4.81
H -1.75 -1.14 -4.33
H -1.51 -3.08 1.26
H -1.26 -5.75 1.90
H -1.53 -7.11 -0.44
H -1.78 -5.25 -2.40
H -4.80 -1.24 -2.09
H -6.77 -2.74 -3.28
H -5.49 -4.86 -4.42
H -2.88 -4.57 -3.89
H 1.70 -0.36 -0.81
H 4.22 -1.40 -0.89
H 4.29 -2.68 -3.32
H 1.84 -2.18 -4.49
H 1.96 -0.53 -5.61
H 1.55 0.91 -7.86
H -0.51 2.60 -7.33
H -1.27 2.10 -4.73
C 1.51 3.40 5.89
C 0.98 4.25 4.75
O 0.31 3.56 3.67
C -0.04 5.27 5.33
F 0.51 6.04 6.32
F -0.58 6.07 4.38
F -1.09 4.62 5.94
C 2.15 5.06 4.10
F 2.78 5.91 4.94
F 3.13 4.20 3.68
F 1.75 5.74 3.01
H 0.67 2.92 6.40
H 2.02 4.02 6.64
H 2.23 2.67 5.53



Entry 4:
14
Properties=species:S:1:pos:R:3 method="wB97M-V/def2-TZVPD" gap_ev=7.35 homo_ev=-8.3 smiles="Nc1nc(=S)[nH]c2nnsc12" de_lowest_ev=0.000 e_lumo_ev=-0.924 molar_mass_g_mol=185.2
C -0.08 1.13 0.00
C -1.85 -0.41 -0.01
C 0.41 -1.23 0.00
C 0.90 0.06 0.00
H 1.28 2.70 0.02
H -0.42 3.16 0.00
H -1.29 -2.45 0.02
N 0.31 2.41 -0.01
N -1.36 0.87 -0.01
N -0.93 -1.46 0.00
N 1.36 -2.21 -0.01
N 2.54 -1.75 -0.01
S -3.47 -0.77 0.00
S 2.60 -0.05 0.00



Entry 5:
13
Properties=species:S:1:pos:R:3 method="wB97M-V/def2-TZVPD" total_charge=+1 gap_ev="7.24 / 7.42" homo_ev="-12.2 / -12.5" de_lowest_ev=1.755 e_lumo_ev="-4.929 / -5.118" molar_mass_g_mol=143.3
C 1.39 -0.38 0.87
N -2.57 1.26 -0.66
N 1.55 -1.23 -0.35
S 1.74 1.28 0.84
S -1.18 -0.94 0.62
S -2.59 0.32 0.78
H 1.90 -0.98 1.72
H -2.63 2.23 -0.35
H -3.23 1.07 -1.41
H 1.56 -0.58 -1.12
H 0.71 -1.86 -0.34
H 2.35 -1.79 -0.36
H 0.99 1.59 -0.26



Entry 6:
62
Properties=species:S:1:pos:R:3 method="wB97M-V/def2-TZVPD" total_charge=+3 gap_ev="3.42 / 2.74" homo_ev="-16.0 / -15.4" de_lowest_ev=2.994 e_lumo_ev="-12.601 / -12.607" molar_mass_g_mol=767.0
Pt -0.48 0.14 -0.02
Cl 0.45 -5.15 4.99
C 0.55 -3.79 4.03
C 1.70 -2.94 4.12
C 1.79 -1.85 3.35
C 0.72 -1.50 2.41
O 0.81 -0.46 1.74
C -0.45 -2.40 2.32
C -1.57 -2.17 1.47
N -1.72 -1.27 0.53
C -2.97 -1.16 -0.12
C -3.86 -2.19 -0.37
C -5.10 -1.90 -0.96
C -5.44 -0.61 -1.28
C -4.53 0.46 -1.07
C -4.77 1.80 -1.42
C -3.80 2.75 -1.18
C -2.58 2.35 -0.63
N -2.31 1.10 -0.30
C -3.28 0.16 -0.51
C -0.50 -3.50 3.14
H 2.49 -3.20 4.82
H 2.64 -1.18 3.40
H -2.43 -2.82 1.65
H -3.61 -3.21 -0.13
H -5.79 -2.71 -1.15
H -6.41 -0.39 -1.72
H -5.72 2.08 -1.87
H -3.96 3.79 -1.43
H -1.81 3.08 -0.45
H -1.35 -4.17 3.12
C 4.93 2.62 2.08
Se 3.53 1.29 1.87
C 3.45 1.25 -0.09
C 2.67 2.42 -0.64
Se 0.92 2.51 0.24
C 0.28 4.20 -0.48
H 5.85 2.22 1.66
H 5.04 2.79 3.15
H 4.65 3.54 1.58
H 2.99 0.30 -0.35
H 4.48 1.28 -0.44
H 2.54 2.38 -1.72
H 3.16 3.36 -0.38
H -0.12 4.07 -1.49
H 1.13 4.88 -0.50
H -0.48 4.58 0.19
C 2.09 -2.42 -0.36
C 1.95 -1.78 -1.72
O 1.14 -0.58 -1.67
C 0.97 -0.10 -3.03
C -0.13 0.93 -3.15
H 2.73 -3.30 -0.45
H 1.12 -2.75 0.01
H 2.55 -1.75 0.36
H 1.49 -2.47 -2.42
H 2.93 -1.50 -2.12
H 0.74 -0.96 -3.66
H 1.93 0.32 -3.35
H -1.11 0.49 -2.94
H -0.16 1.29 -4.18
H 0.04 1.79 -2.50



Entry 7:
9
Properties=species:S:1:pos:R:3 method="wB97M-V/def2-TZVPD" gap_ev=10.44 homo_ev=-9.9 smiles=C#C[SiH2]N de_lowest_ev=1.990 e_lumo_ev=0.542 molar_mass_g_mol=71.2
C 2.62 -0.05 -0.10
C 1.44 0.19 0.10
N -1.52 -0.64 -0.07
Si -0.71 0.85 0.11
H 3.47 -0.57 0.01
H -1.30 -1.34 0.61
H -1.50 -1.27 -0.82
H -1.45 1.29 1.27
H -1.04 1.54 -1.11



Entry 8:
11
Properties=species:S:1:pos:R:3 method="wB97M-V/def2-TZVPD" gap_ev=9.83 homo_ev=-9.8 smiles="NS(=O)(=O)C(F)=C(F)F" de_lowest_ev=1.501 e_lumo_ev=0.077 molar_mass_g_mol=161.1
C 0.85 -1.45 1.05
C 0.50 0.00 0.92
N -1.46 0.71 -0.83
O 0.55 2.12 -0.60
O 0.77 -0.03 -1.71
F 0.66 -2.19 -0.01
F 0.97 -1.91 2.26
F 0.42 0.83 1.89
S 0.19 0.78 -0.68
H -1.78 1.45 -1.40
H -1.66 -0.29 -0.88



Entry 9:
8
Properties=species:S:1:pos:R:3 method="wB97M-V/def2-TZVPD" gap_ev=9.41 homo_ev=-9.5 smiles="C=CON=O" de_lowest_ev=4.514 e_lumo_ev=-0.054 molar_mass_g_mol=73.1
C 0.07 -0.03 -0.40
C -0.32 -0.39 0.84
N -0.38 -2.76 0.38
O -0.92 -3.65 0.84
O -0.59 -1.63 1.21
H 0.46 0.94 -0.70
H -0.05 -0.65 -1.24
H -0.27 0.19 1.90



Entry 10:
120
Properties=species:S:1:pos:R:3 method="wB97M-V/def2-TZVPD" total_charge=+1 gap_ev="6.56 / 6.78" homo_ev="-11.0 / -10.8" de_lowest_ev=2.225 spin_multiplicity=2 e_lumo_ev="-4.420 / -4.022" molar_mass_g_mol=1136.3
Re -0.26 0.51 -0.81
O 2.83 0.92 -3.64
C 1.99 0.55 -2.86
N 0.83 1.21 -2.51
C 0.57 2.31 -3.30
O 1.39 2.96 -3.91
C -0.90 2.64 -3.46
C -1.23 3.82 -4.12
C -2.57 4.17 -4.21
C -3.51 3.33 -3.65
C -3.08 2.15 -3.07
N -1.81 1.81 -2.97
C 2.09 -0.84 -2.29
C 3.17 -1.63 -2.67
C 3.22 -2.95 -2.24
C 2.20 -3.41 -1.42
C 1.18 -2.54 -1.07
N 1.12 -1.29 -1.50
H -0.44 4.42 -4.55
H -2.86 5.09 -4.70
H -4.57 3.56 -3.68
H -3.79 1.44 -2.65
H 3.93 -1.20 -3.30
H 4.02 -3.60 -2.55
H 2.18 -4.42 -1.05
H 0.37 -2.87 -0.43
N -2.41 -1.55 -0.16
P -2.22 -0.90 -1.71
C -3.91 -1.13 -2.39
C -4.14 -1.92 -3.50
C -5.44 -2.25 -3.87
C -6.52 -1.75 -3.16
C -6.30 -0.92 -2.08
C -5.00 -0.61 -1.70
C -1.36 -2.10 -2.78
C -1.30 -3.47 -2.53
C -0.65 -4.29 -3.44
C -0.08 -3.76 -4.59
C -0.14 -2.40 -4.83
C -0.78 -1.57 -3.93
P -1.40 -0.68 1.04
C -0.76 -2.19 1.86
C -1.68 -3.11 2.35
C -1.25 -4.25 3.00
C 0.11 -4.48 3.18
C 1.03 -3.58 2.66
C 0.60 -2.44 2.00
C -2.73 -0.16 2.16
C -3.86 0.46 1.62
C -4.97 0.71 2.40
C -4.95 0.38 3.74
C -3.81 -0.17 4.31
C -2.70 -0.44 3.52
H -3.19 -2.15 0.06
H -3.32 -2.31 -4.08
H -5.60 -2.90 -4.72
H -7.52 -2.01 -3.45
H -7.13 -0.52 -1.52
H -4.85 0.04 -0.85
H -1.76 -3.88 -1.65
H -0.59 -5.35 -3.26
H 0.41 -4.41 -5.29
H 0.30 -1.98 -5.72
H -0.86 -0.50 -4.10
H -2.74 -2.93 2.23
H -1.97 -4.95 3.39
H 0.46 -5.35 3.71
H 2.09 -3.75 2.77
H 1.32 -1.75 1.59
H -3.83 0.73 0.57
H -5.85 1.17 1.96
H -5.82 0.56 4.36
H -3.78 -0.40 5.36
H -1.81 -0.87 3.96
O -0.08 0.34 2.42
C 1.04 0.60 1.94
N 2.14 0.81 2.68
C 3.32 0.72 1.84
C 2.67 0.80 0.45
O 3.25 0.87 -0.61
N 1.32 0.71 0.62
C 4.38 1.79 2.01
C 4.27 2.81 2.95
C 5.28 3.75 3.07
C 6.38 3.70 2.24
C 6.49 2.69 1.30
C 5.50 1.74 1.19
C 3.96 -0.65 2.07
C 4.26 -1.52 1.04
C 4.80 -2.76 1.31
C 5.04 -3.15 2.62
C 4.75 -2.28 3.66
C 4.22 -1.03 3.39
H 2.14 0.66 3.68
H 3.42 2.86 3.61
H 5.21 4.53 3.81
H 7.17 4.44 2.33
H 7.36 2.64 0.66
H 5.60 0.94 0.46
H 4.08 -1.23 0.01
H 5.03 -3.43 0.50
H 5.45 -4.13 2.83
H 4.95 -2.57 4.68
H 4.03 -0.35 4.20
C -1.45 5.27 0.86
Si -0.61 3.60 1.29
C -1.36 3.11 2.97
C 1.27 3.91 1.28
C -1.11 2.45 -0.19
H -1.32 5.98 1.67
H -2.52 5.16 0.70
H -1.02 5.72 -0.03
H -1.20 3.91 3.69
H -0.94 2.20 3.38
H -2.44 2.97 2.89
H 1.56 4.67 2.00
H 1.60 4.25 0.30
H 1.84 3.02 1.51
H -0.95 3.11 -1.04
H -2.19 2.30 -0.10



Entry 11:
53
Properties=species:S:1:pos:R:3 method="wB97M-V/def2-TZVPD" gap_ev=7.50 homo_ev=-8.4 e_lumo_ev=-0.894 molar_mass_g_mol=478.3
C 4.96 -2.91 0.01
N 5.17 -2.03 -1.15
C 3.94 -1.87 -1.92
N 3.14 -0.80 -1.30
C 1.76 -1.18 -1.00
O 0.80 -0.78 -1.97
C -0.16 0.09 -1.47
C 0.16 1.40 -1.18
C -0.75 2.29 -0.70
C -0.37 3.73 -0.38
C -2.06 1.87 -0.54
C -2.38 0.56 -0.83
C -1.46 -0.36 -1.29
C -1.97 -1.78 -1.53
C -1.34 -2.51 -2.73
C -1.73 -2.62 -0.24
C 3.25 0.43 -2.00
O 3.03 0.61 -3.17
O 3.69 1.52 -1.27
I 4.10 1.16 0.68
H 3.93 -3.30 0.02
H 5.11 -2.36 0.95
H 5.69 -3.73 -0.01
H 5.89 -2.41 -1.76
H 4.25 -1.50 -2.91
H 3.38 -2.80 -2.08
H 1.70 -2.27 -0.92
H 1.43 -0.80 -0.02
H 1.18 1.77 -1.29
H 0.07 4.13 -1.30
H 0.33 3.78 0.46
H -1.24 4.33 -0.11
H -2.84 2.53 -0.19
H -3.41 0.24 -0.69
H -3.04 -1.69 -1.77
H -1.46 -1.99 -3.68
H -0.28 -2.74 -2.58
H -1.83 -3.49 -2.83
H -2.58 -3.27 0.00
H -0.83 -3.23 -0.42
H -1.52 -1.96 0.61
O -2.49 3.80 1.88
C -2.64 2.91 2.66
O -1.84 1.82 2.71
C -2.33 0.89 3.68
C -3.20 1.71 4.62
C -3.74 2.79 3.70
H -2.91 0.12 3.15
H -1.50 0.41 4.18
H -3.96 1.12 5.12
H -2.57 2.16 5.39
H -4.66 2.47 3.20
H -3.89 3.73 4.21



Entry 12:
11
Properties=species:S:1:pos:R:3 method="wB97M-V/def2-TZVPD" gap_ev=12.69 homo_ev=-11.4 smiles=CCC de_lowest_ev=0.099 e_lumo_ev=1.318 molar_mass_g_mol=44.1
C -1.18 -0.22 0.49
C -0.02 0.62 -0.04
C 1.19 -0.24 -0.46
H -2.04 0.40 0.75
H -0.88 -0.77 1.39
H -1.51 -0.96 -0.25
H 0.28 1.34 0.73
H -0.37 1.22 -0.89
H 1.03 -1.29 -0.21
H 2.11 0.08 0.04
H 1.37 -0.19 -1.54